1.
{
  "formula": "C17H28BrN2O4",
  "method": "wB97M-V/def2-TZVPD",
  "elements": ["O", "H", "C", "C", "N", "H", "C", "C", "N", "C", "C", "H", "H", "H", "H", "C", "H", "C", "O", "H", "C", "O", "C", "H", "C", "O", "C", "C", "C", "C", "C", "C", "H", "H", "Br", "H", "H", "H", "H", "H", "H", "H", "H", "H", "H", "H", "H", "H", "H", "H", "H", "H"],
  "xyz": [[-0.364, 5.229, -1.354], [-0.987, 5.961, -1.327], [-0.664, 4.376, -2.441], [0.486, 3.366, -2.513], [0.787, 2.892, -1.144], [0.675, 3.738, -0.557], [-0.175, 1.879, -0.660], [0.096, 1.590, 0.826], [1.447, 1.180, 1.096], [2.404, 2.083, 0.517], [2.160, 2.371, -0.976], [2.879, 3.107, -1.337], [2.251, 1.447, -1.554], [3.409, 1.684, 0.643], [2.347, 3.032, 1.067], [1.730, -0.235, 1.146], [2.783, -0.348, 1.416], [1.441, -1.075, -0.117], [2.226, -0.678, -1.223], [3.124, -1.010, -1.105], [1.622, -2.565, 0.195], [0.602, -2.949, 1.079], [0.514, -4.347, 1.283], [1.344, -4.700, 1.910], [-0.822, -4.662, 1.962], [-1.900, -4.356, 1.107], [-2.282, -3.067, 0.930], [-2.108, -2.039, 1.855], [-2.561, -0.764, 1.573], [-3.174, -0.510, 0.360], [-3.387, -1.520, -0.562], [-2.948, -2.794, -0.268], [-3.107, -3.602, -0.964], [-3.885, -1.315, -1.497], [-3.696, 1.276, -0.067], [-2.450, 0.022, 2.305], [-1.622, -2.213, 2.800], [-0.892, -4.138, 2.919], [-0.888, -5.737, 2.138], [0.553, -4.867, 0.316], [2.614, -2.749, 0.640], [1.554, -3.136, -0.744], [0.398, -0.938, -0.420], [1.127, -0.667, 1.949], [-0.588, 0.815, 1.167], [-0.110, 2.504, 1.398], [-1.193, 2.249, -0.777], [-0.042, 0.983, -1.266], [1.375, 3.869, -2.899], [0.239, 2.525, -3.159], [-1.626, 3.873, -2.281], [-0.715, 4.929, -3.384]],
  "relative_energy_ev": 0.1286,
  "charge": 1,
  "e_homo_ha": -0.39562,
  "total_energy_ev": -99289.2000
}



2.
{
  "formula": "C17H28CdCl4F2O19S",
  "method": "wB97M-V/def2-TZVPD",
  "elements": ["Cd", "S", "O", "O", "O", "O", "C", "O", "C", "O", "O", "C", "H", "H", "H", "H", "H", "H", "C", "O", "C", "O", "O", "C", "H", "H", "H", "H", "H", "H", "C", "O", "C", "O", "O", "C", "H", "H", "H", "H", "H", "H", "C", "C", "O", "C", "O", "O", "F", "H", "H", "H", "C", "C", "O", "C", "O", "O", "F", "H", "H", "H", "C", "Cl", "Cl", "H", "H", "C", "Cl", "Cl", "H", "H"],
  "xyz": [[-1.094, -1.111, 0.540], [1.005, -0.116, -0.762], [-0.368, 0.504, -0.678], [2.000, 0.699, -0.078], [0.816, -1.439, -0.022], [1.319, -0.396, -2.156], [1.988, -0.772, 3.032], [1.189, 0.146, 3.812], [-0.003, 0.411, 3.373], [-0.531, -0.071, 2.388], [-0.569, 1.312, 4.161], [-1.900, 1.695, 3.831], [2.806, -1.070, 3.679], [2.395, -0.247, 2.167], [1.432, -1.631, 2.669], [-2.257, 2.257, 4.690], [-2.548, 0.845, 3.630], [-1.904, 2.380, 2.980], [-5.979, 1.219, 1.876], [-4.975, 0.266, 1.551], [-3.902, 0.642, 0.895], [-2.978, -0.130, 0.747], [-3.961, 1.854, 0.397], [-2.752, 2.435, -0.126], [-6.865, 0.695, 2.218], [-6.307, 1.789, 1.002], [-5.675, 1.949, 2.625], [-2.617, 2.162, -1.169], [-1.882, 2.081, 0.423], [-2.859, 3.511, -0.036], [-2.156, -0.524, -3.111], [-2.698, -1.860, -3.161], [-2.510, -2.612, -2.111], [-1.939, -2.259, -1.092], [-3.022, -3.801, -2.320], [-2.852, -4.794, -1.309], [-2.392, -0.060, -2.158], [-2.588, 0.015, -3.947], [-1.073, -0.542, -3.241], [-3.684, -5.484, -1.397], [-2.897, -4.349, -0.314], [-1.904, -5.312, -1.403], [2.902, 3.474, -0.050], [3.505, 3.391, 1.348], [3.676, 4.734, 1.691], [3.615, 5.515, 0.566], [3.787, 6.681, 0.547], [3.319, 4.756, -0.516], [4.703, 2.740, 1.407], [1.813, 3.494, 0.051], [3.162, 2.649, -0.702], [2.803, 2.856, 1.987], [2.624, -4.048, -0.342], [1.655, -3.815, -1.514], [0.519, -4.516, -1.095], [0.791, -5.313, -0.034], [-0.009, -5.973, 0.530], [2.109, -5.255, 0.248], [2.175, -4.445, -2.645], [2.574, -3.209, 0.347], [3.613, -4.282, -0.717], [1.494, -2.786, -1.811], [0.549, 2.934, -2.804], [0.021, 2.552, -4.453], [0.859, 4.641, -2.528], [-0.254, 2.604, -2.155], [1.413, 2.317, -2.578], [4.520, -0.349, -1.325], [4.859, -1.828, -2.253], [5.967, 0.645, -1.129], [3.732, 0.191, -1.827], [4.195, -0.640, -0.336]],
  "relative_energy_ev": 0.0000,
  "charge": 0,
  "e_homo_ha": -0.36466,
  "total_energy_ev": -127911.4641
}



3.
{
  "formula": "C17H28ClNO8S",
  "method": "wB97M-V/def2-TZVPD",
  "elements": ["C", "C", "C", "N", "C", "C", "C", "C", "C", "S", "O", "O", "Cl", "O", "C", "O", "H", "H", "H", "H", "H", "H", "H", "H", "H", "H", "H", "H", "H", "H", "H", "H", "O", "C", "O", "C", "C", "C", "H", "H", "H", "H", "H", "H", "O", "C", "O", "C", "C", "C", "H", "H", "H", "H", "H", "H"],
  "xyz": [[1.531, -1.953, -0.135], [1.096, -1.968, 1.327], [1.120, -0.628, 2.010], [0.768, -3.035, 1.940], [-0.225, -3.888, 1.330], [-1.522, -3.839, 2.139], [-2.803, -3.682, 1.315], [-3.011, -2.258, 0.788], [-2.172, -1.902, -0.444], [-2.941, -0.785, -1.569], [-2.162, -0.753, -2.767], [-4.336, -1.043, -1.696], [-2.706, 0.960, -0.549], [0.243, -5.261, 1.316], [0.539, -5.724, 0.082], [1.570, -6.250, -0.199], [0.660, -1.861, -0.794], [2.034, -2.880, -0.399], [2.150, -1.080, -0.327], [0.340, -0.564, 2.762], [2.103, -0.411, 2.437], [0.945, 0.126, 1.238], [-0.351, -3.579, 0.284], [-1.564, -4.789, 2.675], [-1.499, -3.064, 2.903], [-3.653, -3.893, 1.966], [-2.873, -4.410, 0.501], [-2.854, -1.520, 1.577], [-4.059, -2.169, 0.492], [-1.924, -2.803, -1.007], [-1.227, -1.465, -0.125], [-0.273, -5.614, -0.659], [4.010, 2.182, 4.014], [3.362, 2.779, 3.209], [2.007, 2.699, 3.167], [1.501, 3.428, 2.033], [2.590, 4.434, 1.682], [3.853, 3.677, 2.088], [1.317, 2.721, 1.220], [0.561, 3.896, 2.312], [2.564, 4.743, 0.640], [2.482, 5.326, 2.301], [4.231, 3.045, 1.283], [4.647, 4.327, 2.446], [0.989, 4.907, -2.379], [0.285, 4.100, -2.912], [-0.573, 3.317, -2.215], [-1.210, 2.368, -3.091], [-1.103, 2.974, -4.484], [0.213, 3.746, -4.388], [-0.680, 1.418, -3.013], [-2.235, 2.228, -2.772], [-1.131, 2.228, -5.275], [-1.925, 3.672, -4.649], [1.075, 3.124, -4.633], [0.228, 4.648, -4.994]],
  "charge": 0,
  "e_homo_ha": -0.33362,
  "total_energy_ev": -59309.5489
}



4.
{
  "formula": "C17H28F3IN2OSSiTi",
  "method": "wB97M-V/def2-TZVPD",
  "elements": ["Ti", "F", "C", "F", "F", "C", "C", "C", "C", "N", "C", "S", "H", "H", "H", "C", "Si", "C", "C", "C", "C", "C", "C", "C", "C", "H", "H", "H", "H", "H", "H", "H", "H", "H", "H", "H", "H", "H", "H", "H", "H", "H", "H", "H", "H", "H", "N", "C", "O", "C", "I", "H", "H", "H", "H"],
  "xyz": [[8.356, 3.054, 9.195], [12.196, 3.710, 13.677], [12.024, 4.769, 12.882], [12.774, 4.764, 11.737], [12.443, 5.852, 13.490], [10.581, 4.734, 12.558], [9.790, 5.626, 13.256], [8.481, 5.914, 12.799], [8.100, 5.395, 11.577], [8.845, 4.544, 10.884], [10.033, 4.172, 11.408], [10.732, 2.752, 10.557], [10.165, 6.166, 14.131], [7.856, 6.569, 13.299], [7.161, 5.653, 11.163], [12.416, 0.804, 12.278], [10.607, 0.951, 11.809], [9.494, 1.066, 13.435], [9.437, -0.414, 13.791], [10.086, 1.851, 14.663], [8.106, 1.559, 13.304], [10.111, -0.448, 10.617], [10.861, -0.209, 9.333], [10.336, -1.870, 11.090], [8.593, -0.358, 10.203], [12.533, 0.024, 13.006], [12.708, 1.795, 12.661], [12.940, 0.597, 11.414], [10.401, -0.934, 13.598], [8.671, -0.923, 13.216], [9.134, -0.455, 14.832], [11.068, 1.555, 15.082], [9.352, 1.598, 15.397], [10.035, 2.915, 14.535], [7.502, 1.063, 12.494], [8.072, 2.612, 12.921], [7.568, 1.434, 14.271], [11.940, -0.179, 9.436], [10.667, 0.729, 8.809], [10.651, -0.998, 8.622], [11.330, -2.087, 11.462], [10.227, -2.395, 10.168], [9.615, -2.207, 11.873], [8.397, 0.673, 9.841], [7.843, -0.554, 10.935], [8.500, -0.959, 9.313], [8.904, 2.217, 7.154], [9.405, 3.541, 6.967], [9.077, 4.283, 8.067], [10.112, 4.054, 6.004], [5.826, 3.160, 9.423], [8.069, 2.034, 6.599], [9.496, 1.358, 7.239], [10.400, 3.562, 5.131], [10.364, 5.061, 6.130]],
  "relative_energy_ev": 0.3772,
  "charge": 1,
  "e_homo_ha": [-0.43425, -0.44979],
  "spin_multiplicity": 2,
  "total_energy_ev": -81189.3695
}



5.
{
  "formula": "C17H28N11O8ReS",
  "method": "wB97M-V/def2-TZVPD",
  "elements": ["Re", "C", "O", "C", "C", "O", "C", "H", "H", "H", "H", "H", "H", "H", "H", "H", "H", "N", "N", "C", "N", "N", "N", "O", "O", "H", "H", "H", "H", "H", "N", "C", "C", "C", "N", "C", "N", "C", "C", "S", "O", "O", "C", "C", "N", "C", "N", "C", "C", "N", "O", "O", "C", "H", "H", "H", "H", "H", "H", "H", "H", "H", "H", "H", "H", "H"],
  "xyz": [[-0.988, -0.164, 1.435], [-0.245, 1.394, 4.170], [-0.725, 1.427, 2.793], [-1.346, 2.698, 2.429], [-2.224, 2.470, 1.219], [-1.537, 1.506, 0.361], [-2.028, 1.483, -1.030], [-1.098, 1.436, 4.845], [0.412, 2.249, 4.328], [0.308, 0.467, 4.286], [-0.551, 3.417, 2.236], [-1.951, 3.047, 3.266], [-2.345, 3.403, 0.669], [-3.205, 2.063, 1.465], [-3.049, 1.104, -1.039], [-1.334, 0.859, -1.588], [-1.993, 2.507, -1.393], [1.316, -2.181, 3.142], [0.416, -3.188, 3.510], [-0.898, -2.973, 3.529], [-1.691, -3.868, 4.075], [-1.334, -1.803, 2.940], [-2.593, -1.394, 3.151], [-3.435, -1.874, 3.827], [-2.783, -0.307, 2.472], [1.957, -2.561, 2.452], [1.860, -1.918, 3.960], [0.767, -4.062, 3.887], [-1.310, -4.691, 4.523], [-2.693, -3.749, 4.105], [-1.529, -1.400, 0.135], [-1.894, -2.105, -0.759], [-2.290, -2.849, -1.790], [-2.678, -2.192, -2.997], [-2.980, -1.590, -3.927], [-2.290, -4.271, -1.651], [-2.274, -5.414, -1.540], [-0.647, 1.474, -5.139], [0.856, 1.416, -4.890], [1.169, 1.214, -3.166], [0.708, 2.369, -2.420], [0.660, -0.078, -2.732], [2.952, 1.172, -3.032], [3.426, 1.298, -1.578], [2.636, 0.445, -0.652], [1.704, 0.927, 0.181], [0.925, -0.087, 0.629], [1.439, -1.256, 0.081], [2.484, -0.923, -0.686], [3.318, -1.847, -1.428], [3.008, -3.009, -1.330], [4.267, -1.385, -2.018], [1.588, 2.357, 0.554], [-0.821, 1.604, -6.205], [-1.095, 2.321, -4.621], [-1.129, 0.545, -4.838], [1.358, 2.342, -5.179], [1.325, 0.565, -5.387], [3.328, 2.041, -3.577], [3.311, 0.264, -3.512], [3.292, 2.316, -1.230], [4.477, 1.035, -1.510], [1.027, -2.236, 0.241], [2.570, 2.809, 0.679], [1.069, 2.440, 1.501], [1.051, 2.890, -0.233]],
  "relative_energy_ev": 0.6220,
  "charge": 3,
  "e_homo_ha": [-0.65513, -0.65011],
  "spin_multiplicity": 2,
  "total_energy_ev": -63783.7016
}



6.
{
  "formula": "C17H28N3O7P",
  "method": "wB97M-V/def2-TZVPD",
  "elements": ["C", "C", "O", "C", "C", "O", "C", "C", "C", "P", "N", "O", "O", "C", "O", "O", "C", "O", "H", "H", "H", "H", "H", "H", "H", "H", "H", "H", "H", "H", "H", "H", "C", "C", "C", "C", "N", "H", "H", "H", "H", "H", "H", "H", "C", "C", "C", "C", "N", "H", "H", "H", "H", "H", "H", "H"],
  "xyz": [[-2.364, 0.199, -1.649], [-1.875, 1.273, -0.689], [-0.717, 0.935, 0.047], [-0.890, -0.144, 0.932], [0.345, -1.079, 0.898], [1.373, -0.578, 0.077], [1.257, -0.978, -1.264], [2.129, -2.156, -1.552], [3.438, -2.305, -1.614], [4.684, -1.019, -1.411], [4.294, 0.391, -1.912], [5.921, -1.620, -2.210], [5.133, -0.986, 0.122], [3.670, -3.778, -1.882], [4.643, -4.437, -1.634], [2.491, -4.266, -2.397], [1.487, -3.494, -1.837], [0.370, -3.864, -1.640], [-3.023, -0.490, -1.132], [-2.956, 0.626, -2.444], [-1.554, -0.357, -2.097], [-1.598, 2.136, -1.280], [-2.696, 1.605, -0.055], [-1.814, -0.688, 0.788], [-0.923, 0.256, 1.941], [0.060, -2.095, 0.638], [0.768, -1.142, 1.888], [0.237, -1.309, -1.422], [1.414, -0.150, -1.941], [3.343, 0.373, -2.253], [6.587, -0.932, -2.310], [5.301, -1.893, 0.411], [1.316, 4.335, 0.286], [1.695, 4.855, -1.096], [0.556, 5.621, -1.782], [-0.610, 4.755, -1.963], [-1.498, 4.046, -2.109], [0.495, 3.617, 0.233], [2.162, 3.825, 0.745], [1.015, 5.153, 0.944], [2.000, 4.016, -1.723], [2.557, 5.519, -1.010], [0.873, 5.983, -2.759], [0.257, 6.483, -1.184], [-4.567, -3.500, 3.469], [-4.906, -2.013, 3.468], [-3.783, -1.147, 2.887], [-2.553, -1.292, 3.672], [-1.620, -1.425, 4.324], [-3.699, -3.711, 4.095], [-5.402, -4.080, 3.861], [-4.354, -3.855, 2.459], [-5.122, -1.692, 4.489], [-5.812, -1.850, 2.882], [-4.072, -0.096, 2.891], [-3.578, -1.435, 1.856]],
  "relative_energy_ev": 0.0000,
  "charge": 0,
  "e_homo_ha": -0.34858,
  "total_energy_ev": -46173.9143
}